{
  "formula": "C5H11N2O2P",
  "method": "ωB97M-V/def2-TZVPD",
  "species": ["C", "C", "C", "C", "C", "N", "N", "O", "O", "P", "H", "H", "H", "H", "H", "H", "H", "H", "H", "H", "H"],
  "positions_angstrom": [[0.2374, -2.2340, -1.2368], [0.4366, -1.2534, -2.3860], [-0.9842, -0.5467, 2.1213], [-1.6660, 0.7944, 1.9145], [1.7230, 1.9769, 0.0142], [-0.5890, -1.1579, -1.3832], [-1.5481, -0.1851, 0.8581], [-1.2809, 1.3960, -1.2504], [1.4132, 0.6686, 0.3801], [-0.7282, 0.2396, -0.5695], [-0.1208, -3.1602, -1.4511], [0.9799, -2.0949, -0.4611], [1.4176, -0.8733, -2.1823], [0.2816, -1.6721, -3.3427], [0.1372, -0.5012, 1.9865], [-1.3992, -1.1156, 2.9409], [-2.6498, 0.9369, 2.3764], [-1.1413, 1.6977, 1.7741], [1.5687, 2.8379, 0.8442], [1.0935, 2.2871, -0.7877], [2.8187, 1.9596, -0.1594]],
  "charge": 0,
  "e_homo_ev": [-5.913, -9.250],
  "spin_multiplicity": 3,
  "lumo_ev": [0.860, -2.450],
  "s2": 2.008
}



{
  "formula": "C5H11N2S",
  "method": "ωB97M-V/def2-TZVPD",
  "species": ["C", "C", "C", "C", "C", "N", "N", "S", "H", "H", "H", "H", "H", "H", "H", "H", "H", "H", "H"],
  "positions_angstrom": [[-0.0636, -1.7942, 0.6557], [0.8080, -0.6094, 0.5058], [-1.4444, -0.6273, -0.7288], [-2.7659, -0.0301, -0.3791], [3.2478, 0.5622, -0.0489], [-1.0749, -1.8291, -0.1047], [-0.3862, 0.3823, -0.5376], [2.2202, -0.9224, -0.3846], [0.3628, -2.5691, 1.3465], [0.6694, -0.1465, 1.4858], [-1.4290, -0.8032, -1.8826], [-2.7290, 0.2477, 0.6192], [-3.3834, -1.0430, -0.4578], [-3.1511, 0.5989, -1.1408], [2.9297, 0.7321, 1.0453], [3.1347, 1.4480, -0.6496], [4.3104, 0.2526, -0.0384], [-0.5148, 1.1290, 0.0770], [0.1982, 0.7574, -1.2905]],
  "charge": 1,
  "e_homo_ev": -13.949,
  "lumo_ev": -3.481
}



{
  "formula": "C5H11N3",
  "method": "ωB97M-V/def2-TZVPD",
  "species": ["C", "C", "C", "C", "C", "N", "N", "N", "H", "H", "H", "H", "H", "H", "H", "H", "H", "H", "H"],
  "positions_angstrom": [[1.4245, 1.2175, -0.7740], [1.0878, -1.3522, 0.5886], [-0.2027, -0.2484, -1.5686], [-1.0563, 0.0038, 0.8365], [0.3508, -0.0724, 0.2340], [-1.4550, 1.2799, 1.1084], [1.0810, 1.1100, 0.4926], [-1.7247, -1.0735, 0.9450], [-0.6952, 1.9513, 1.1439], [-2.2664, 1.4259, 1.6848], [-2.6424, -0.9322, 1.3633], [1.2747, 2.1807, -1.2641], [2.0961, 0.5700, -1.3498], [0.4766, -2.2330, 0.4040], [2.0309, -1.4157, 0.0444], [1.3139, -1.3082, 1.6570], [0.5314, -0.3967, -2.3557], [-0.6700, -1.2151, -1.4200], [-0.9549, 0.5084, -1.7703]],
  "charge": 0,
  "e_homo_ev": [-8.385, -8.384],
  "lumo_ev": [0.356, 0.356]
}



{
  "formula": "C5H11N3",
  "method": "ωB97M-V/def2-TZVPD",
  "species": ["C", "N", "N", "H", "H", "H", "H", "H", "H", "C", "C", "N", "C", "C", "H", "H", "H", "H", "H"],
  "positions_angstrom": [[1.9304, -0.0351, -1.3034], [2.0678, -0.1986, 0.0915], [0.4881, -0.9961, 0.6491], [1.9080, 0.7027, 0.5435], [0.5177, -0.8288, 1.6517], [0.7975, -1.9390, 0.4492], [2.4453, -0.8308, -1.8426], [2.2226, 0.9584, -1.6505], [0.8290, -0.1402, -1.6353], [-1.3007, 1.0294, 1.7064], [-1.5391, 0.5677, 0.2911], [-2.3368, 1.2316, -0.4409], [-0.7759, -0.6078, -0.2135], [-0.8557, -1.1181, -1.4532], [-2.3914, 0.7992, -1.3696], [-0.2401, 1.2486, 1.8792], [-1.8780, 1.9342, 1.8936], [-1.5913, 0.2527, 2.4206], [-0.2974, -2.0300, -1.6669]],
  "charge": 0,
  "e_homo_ev": -7.648,
  "lumo_ev": -0.179
}



{
  "formula": "C5H11N3",
  "method": "ωB97M-V/def2-TZVPD",
  "species": ["C", "C", "N", "C", "C", "N", "C", "N", "H", "H", "H", "H", "H", "H", "H", "H", "H", "H", "H"],
  "positions_angstrom": [[-1.9777, -2.0692, -0.0977], [0.4498, -0.2151, 1.6128], [-2.1289, -0.6406, -0.2461], [1.4521, 1.6473, -0.6983], [-0.0694, 0.2451, 0.3429], [2.4929, 0.8399, -1.0420], [-0.4794, 0.5666, -0.7667], [1.5325, 2.8908, -0.5265], [-2.6710, -0.2462, 0.5212], [3.3540, 1.2793, -1.3515], [2.2809, -0.0552, -1.4478], [0.6728, 3.3164, -0.1931], [-0.8568, 0.9199, -1.6981], [-1.6203, -2.4142, 0.8917], [-2.9218, -2.6077, -0.2821], [-1.2629, -2.4387, -0.8411], [0.1598, 0.4615, 2.4186], [1.5399, -0.2685, 1.5757], [0.0535, -1.2114, 1.8279]],
  "charge": 0,
  "e_homo_ev": [-6.341, -7.282],
  "lumo_ev": [0.645, 0.669]
}



{
  "formula": "C5H11N3",
  "method": "ωB97M-V/def2-TZVPD",
  "species": ["H", "N", "C", "C", "N", "N", "C", "C", "C", "H", "H", "H", "H", "H", "H", "H", "H", "H", "H"],
  "positions_angstrom": [[-1.4729, 1.5991, 1.2702], [-2.3728, 1.0769, 0.9678], [-1.8822, 0.1773, 0.0998], [-2.6350, -1.0007, -0.4303], [-0.6682, 0.1548, -0.3612], [0.2714, 1.1648, -0.2121], [1.7199, 0.8797, 0.2212], [2.4216, -0.3459, -0.4380], [1.8825, -0.3369, 1.1235], [-3.8467, -0.7230, -0.3272], [-2.2529, -1.9240, 0.1485], [-2.3940, -1.1260, -1.5311], [-0.4034, -0.3033, -1.2803], [0.3499, 1.7045, -1.1351], [2.3662, 1.7562, 0.5203], [3.4494, -0.5027, -0.8416], [1.6819, -0.9660, -1.1408], [2.7196, -0.2146, 1.7991], [1.0654, -1.0703, 1.5474]],
  "charge": 0,
  "e_homo_ev": -8.699,
  "lumo_ev": 0.731,
  "smiles": "[H]/N=C(/C)NNC1CC1"
}



{
  "formula": "C5H11N3",
  "method": "ωB97M-V/def2-TZVPD",
  "species": ["C", "C", "C", "C", "N", "N", "C", "N", "H", "H", "H", "H", "H", "H", "H", "H", "H", "H", "H"],
  "positions_angstrom": [[-0.5269, 0.1145, -1.1444], [-0.8453, -0.2644, 1.5349], [1.3105, -1.4632, -0.6526], [0.3792, 0.1670, 0.7705], [0.8628, 1.3900, 1.2021], [-1.5711, 1.0906, -0.9656], [1.4207, -0.8209, 0.5035], [1.6656, -1.9171, -1.7424], [1.6730, 1.7566, 0.7257], [0.1901, 2.0725, 1.5185], [1.0403, -2.5594, -2.2227], [-2.4028, 0.9049, -1.5106], [-1.2522, 2.0384, -1.1145], [0.2563, 0.4281, -1.8378], [-0.9833, -0.8294, -1.4368], [2.2176, -1.0020, 1.2191], [-0.6402, -0.2081, 2.6079], [-1.6845, 0.3854, 1.2750], [-1.1097, -1.2836, 1.2704]],
  "charge": 0,
  "e_homo_ev": -7.243,
  "lumo_ev": 0.928
}



{
  "formula": "C5H11N3",
  "method": "ωB97M-V/def2-TZVPD",
  "species": ["H", "N", "C", "N", "C", "N", "C", "C", "C", "H", "H", "H", "H", "H", "H", "H", "H", "H", "H"],
  "positions_angstrom": [[3.9208, 1.4068, 0.0042], [3.0302, 1.0132, -0.0156], [3.0563, -0.2862, -0.0956], [1.9202, -0.9626, -0.0482], [0.5682, -0.4756, -0.1694], [-0.3429, -1.3132, 0.0333], [-1.6590, -0.4826, 0.0690], [-1.5120, 0.3740, 1.3190], [-2.0251, 0.3531, -1.2182], [3.9510, -0.8554, -0.0362], [1.9063, -2.0278, 0.0097], [0.5065, 0.5522, -0.2689], [-2.4487, -1.2628, 0.2214], [-1.6563, -0.2049, 2.2740], [-2.3571, 1.1136, 1.3265], [-0.5353, 1.0134, 1.2369], [-1.4785, 1.3395, -1.1448], [-1.7510, 0.1102, -2.3383], [-3.0935, 0.5952, -1.1587]],
  "charge": 0,
  "e_homo_ev": -8.799,
  "lumo_ev": 1.016,
  "smiles": "[H]/N=C/N/C=N/C(C)C"
}



{
  "formula": "C5H11N3",
  "method": "ωB97M-V/def2-TZVPD",
  "species": ["C", "C", "N", "C", "C", "N", "C", "N", "H", "H", "H", "H", "H", "H", "H", "H", "H", "H", "H"],
  "positions_angstrom": [[0.1959, 0.6361, -1.6511], [-0.8011, 2.2723, 0.0962], [-0.6056, 0.2989, 1.9157], [0.3657, -1.2691, 0.4287], [-0.2363, 0.9342, -0.2564], [-0.5998, -2.2524, 0.5075], [1.6697, -1.4741, 0.2709], [-0.1652, 0.0470, 0.7121], [-0.4159, -0.4952, 2.5207], [-0.3665, -3.1428, 0.1029], [-1.5461, -1.9514, 0.3695], [-0.4976, 1.1149, -2.3403], [1.1950, 1.0358, -1.8512], [0.2211, -0.4315, -1.8601], [-1.8902, 2.2211, 0.2079], [-0.4025, 2.5737, 1.0665], [-0.5513, 3.0083, -0.6609], [2.3692, -0.6595, 0.3055], [2.0614, -2.4664, 0.1160]],
  "charge": 0,
  "e_homo_ev": -7.057,
  "lumo_ev": 0.858
}



{
  "formula": "C5H11N3",
  "method": "ωB97M-V/def2-TZVPD",
  "species": ["C", "C", "C", "N", "C", "C", "N", "N", "H", "H", "H", "H", "H", "H", "H", "H", "H", "H", "H"],
  "positions_angstrom": [[-0.5322, -1.1506, -1.4830], [1.5025, 0.1862, -1.3426], [-1.9230, 0.3523, 1.3222], [0.1811, -0.0942, -0.7732], [-0.6253, 0.7310, 0.6446], [1.3964, 0.3456, 1.8311], [-0.6259, 1.1348, -0.6410], [0.3761, 1.0338, 1.5678], [-1.4731, -1.3674, -0.9833], [-0.7516, -0.8374, -2.5112], [0.0767, -2.0582, -1.5038], [1.9855, 0.9660, -0.7648], [1.3801, 0.5511, -2.3698], [2.1230, -0.7144, -1.3459], [-2.5537, 1.2443, 1.3073], [-1.8005, 0.0167, 2.3540], [-2.4304, -0.4116, 0.7333], [2.1164, 0.7126, 2.5598], [1.5781, -0.6409, 1.3986]],
  "charge": 0,
  "e_homo_ev": -7.708,
  "lumo_ev": 0.906
}



{
  "formula": "C5H11N3",
  "method": "ωB97M-V/def2-TZVPD",
  "species": ["C", "C", "C", "C", "N", "N", "C", "N", "H", "H", "H", "H", "H", "H", "H", "H", "H", "H", "H"],
  "positions_angstrom": [[-0.8226, -0.3650, 1.3685], [2.0215, 0.5740, -0.2298], [-0.9446, 1.1054, 0.0236], [-0.4064, 0.0807, -0.8497], [-1.3475, -0.6842, -1.5612], [-0.4692, -1.7087, 1.2719], [0.9430, -0.0076, -1.0925], [-0.8468, 2.2472, 0.5062], [-2.1615, -0.1377, -1.8282], [-0.9241, -1.1273, -2.3689], [-0.6963, 2.3149, 1.5222], [0.5107, -1.8361, 1.0351], [-1.0672, -2.2194, 0.6282], [-1.8764, -0.2387, 1.6063], [-0.1578, 0.1791, 2.0364], [1.2438, -0.3800, -2.0674], [2.3560, -0.1210, 0.5499], [2.8975, 0.8181, -0.8350], [1.7477, 1.5062, 0.2844]],
  "charge": 0,
  "e_homo_ev": -6.760,
  "lumo_ev": 0.617
}



{
  "formula": "C5H11N3",
  "method": "ωB97M-V/def2-TZVPD",
  "species": ["N", "N", "C", "C", "H", "H", "H", "H", "H", "H", "C", "C", "C", "N", "H", "H", "H", "H", "H"],
  "positions_angstrom": [[-0.8900, -1.0577, 1.0323], [-1.5203, -0.0036, 1.6629], [0.3807, 1.9256, -1.0556], [-0.5217, 1.0777, -1.5507], [-1.2765, -1.9129, 1.4339], [-1.5509, -0.0052, 2.6783], [-1.2352, 0.8847, 1.2730], [0.4685, 2.9368, -1.4458], [-0.6306, 0.0764, -1.1501], [-1.1923, 1.3705, -2.3475], [1.2947, 1.5604, 0.0284], [-0.3624, -2.7843, -0.7939], [0.7043, -2.6114, -0.1790], [2.1642, 2.3022, 0.5862], [2.1739, 3.2426, 0.1813], [1.2079, 0.5355, 0.3917], [-1.2729, -2.9439, -1.3147], [0.3369, -1.6356, 0.7875], [1.7218, -2.9577, -0.2183]],
  "charge": 0,
  "e_homo_ev": -7.746,
  "lumo_ev": 0.493
}



{
  "formula": "C5H11N3",
  "method": "ωB97M-V/def2-TZVPD",
  "species": ["C", "C", "C", "C", "C", "N", "N", "N", "H", "H", "H", "H", "H", "H", "H", "H", "H", "H", "H"],
  "positions_angstrom": [[0.1547, -0.5323, -1.2875], [-0.4113, 0.7354, -1.6297], [0.7542, 0.3695, 1.0366], [1.0204, -2.6201, -0.7120], [-1.3818, 1.4591, 1.2107], [0.3529, -1.7056, -1.5957], [-0.0007, 1.8442, -0.6472], [-0.0319, 1.4613, 0.6929], [-0.1084, 1.1270, -2.6014], [-1.5010, 0.6836, -1.5797], [0.3992, -0.2649, 1.8272], [1.8159, 0.4832, 0.9036], [1.9757, -2.9106, -1.1502], [0.4023, -3.5125, -0.6084], [1.1931, -2.1613, 0.2709], [-1.8594, 2.3905, 0.9166], [-1.9733, 0.6203, 0.8243], [-1.3408, 1.3949, 2.2955], [0.9623, 2.0842, -0.8708]],
  "charge": 0,
  "e_homo_ev": [-6.670, -6.672],
  "lumo_ev": [0.733, 0.721]
}



In hartree, the energy values for the records above are, in order, -798.21472 -704.47825 -361.23668 -361.16225 -361.12519 -361.22581 -361.25621 -361.32009 -361.28777 -361.22609 -361.23251 -361.12511 -361.21147.
In kcal per mole, the ΔE to the lowest compared entry with this formula, charge and spin values for the records above are, in order, 97.3 70.5 95.8 142.5 165.8 102.7 83.6 43.5 63.8 102.5 98.4 165.8 111.6.
In g mol⁻¹, the molar mass values for the records above are, in order, 162.13 131.22 113.16 113.16 113.16 113.16 113.16 113.16 113.16 113.16 113.16 113.16 113.16.